Entry 1:
Here is a 6-piece molecular cluster, C32H68BO17P overall from OMol25. Energies are from ωB97M-V/def2-TZVPD.

Summary:
relative energy (zero: lowest compared OMol25 entry of this formula, charge and spin): 0.000 eV
molecular weight: 766.67 u
SMILES string: CCOB(O)[PH3]CC[C@@H](C)CCC=C(C)C.CCOC(=O)OC.CCOC(=O)OC.CCOC(=O)OC.CCOC(=O)OC.CCOC(=O)OC
calculated total energy: -79058.7127 eV
net charge: 0
HOMO-LUMO gap: 0.2766 Eh
2S+1: 1

The geometry in XYZ format:
```
119
Properties=species:S:1:pos:R:3:forces:R:3
C -4.698162 -0.024109 0.865832 0.196 -0.030 -0.166
C -3.495947 -0.699401 1.489069 -0.221 0.000 -0.216
O -3.864750 -2.000692 1.982241 0.061 -0.114 -0.287
B -2.929622 -2.937523 1.579190 0.044 -0.010 0.610
O -1.783691 -3.090257 2.362036 -0.254 0.869 -0.345
P -3.148372 -4.057244 -0.047779 0.106 -0.237 -0.003
C -3.276822 -5.094308 -1.656240 0.125 -0.086 -0.194
C -2.780952 -4.389473 -2.921561 -0.126 0.045 0.387
C -1.267643 -4.089007 -2.985829 0.025 -0.003 -0.155
C -0.401892 -4.981680 -2.098054 0.408 0.354 -0.408
C -0.684223 -4.151881 -4.421194 -0.259 -0.257 0.520
C -1.609491 -3.686575 -5.535011 -0.204 0.084 0.308
C -2.113453 -2.278616 -5.345485 -0.580 0.068 -0.524
C -3.086181 -1.722061 -6.088572 0.422 -0.027 0.466
C -3.204481 -0.221901 -6.223558 -0.697 -0.579 0.360
C -4.145649 -2.537541 -6.800969 0.492 0.435 -0.218
H -4.370575 0.885006 0.359763 -0.086 0.158 0.149
H -5.120223 -0.668722 0.095833 -0.091 -0.091 0.059
H -5.463110 0.206437 1.602093 -0.045 0.029 0.037
H -2.738812 -0.798941 0.700298 0.134 0.003 0.089
H -3.060837 -0.102992 2.290167 -0.005 -0.030 0.123
H -0.999862 -2.927701 1.832450 0.396 -0.558 0.024
H -4.561781 -4.173848 0.172922 -0.059 0.078 -0.052
H -2.651784 -2.936757 -0.843120 -0.115 0.067 -0.055
H -2.272549 -5.054680 0.537021 -0.026 0.019 -0.049
H -4.330115 -5.358502 -1.789783 -0.066 0.059 0.036
H -2.741790 -6.036162 -1.512048 0.039 -0.029 0.115
H -3.112560 -4.970548 -3.781629 0.098 -0.062 -0.090
H -3.309347 -3.431839 -2.980989 -0.067 0.017 -0.213
H -1.124352 -3.058656 -2.649265 -0.049 0.032 0.138
H 0.636278 -4.655355 -2.207711 0.053 -0.030 0.036
H -0.632966 -4.918897 -1.038289 -0.160 -0.167 0.056
H -0.428762 -6.012076 -2.451977 -0.160 -0.151 0.234
H 0.233639 -3.559531 -4.410389 0.051 0.058 -0.159
H -0.373161 -5.185520 -4.595835 -0.039 -0.036 -0.193
H -1.055973 -3.732906 -6.477051 0.011 0.069 -0.055
H -2.446305 -4.375139 -5.669008 -0.010 -0.082 0.075
H -1.691837 -1.685526 -4.537160 0.629 0.222 -0.459
H -3.321682 -0.002096 -7.285548 0.212 0.165 -0.054
H -4.121016 0.139954 -5.747714 0.061 0.161 0.064
H -2.334915 0.283852 -5.819839 0.011 0.175 0.026
H -4.655251 -3.150863 -6.060173 -0.067 -0.214 -0.122
H -4.869629 -1.858041 -7.247780 -0.123 -0.071 -0.036
H -3.751720 -3.161383 -7.602737 0.010 -0.157 0.029
C 1.787689 -0.650995 -4.050523 0.091 0.104 0.166
C 0.853967 0.368361 -4.666500 0.033 -0.328 -0.207
O 0.566209 1.439403 -3.753940 -0.080 0.020 -0.022
C 1.510694 2.372265 -3.653393 -0.085 -0.024 0.051
O 2.545960 2.404102 -4.265438 0.111 -0.002 -0.032
O 1.110275 3.270141 -2.754816 -0.019 0.054 0.015
C 2.054584 4.315696 -2.506118 0.057 0.204 0.124
H 1.388171 -1.006021 -3.098834 -0.064 -0.065 -0.051
H 1.912030 -1.502382 -4.719963 -0.028 -0.002 -0.012
H 2.768466 -0.216638 -3.859406 0.009 0.008 -0.072
H -0.108343 -0.088039 -4.887670 -0.067 0.093 0.086
H 1.254354 0.767403 -5.597890 0.077 0.107 0.078
H 2.361518 4.796190 -3.431974 0.036 -0.081 -0.037
H 2.924983 3.919682 -1.985329 0.047 -0.001 -0.068
H 1.558724 5.041236 -1.868799 -0.083 -0.081 0.026
C -1.559455 -9.562457 5.592410 0.096 0.182 0.054
C -2.933781 -9.187355 5.081133 0.071 -0.353 -0.062
O -3.337739 -7.893027 5.548057 -0.054 0.004 0.020
C -2.813357 -6.860523 4.886032 -0.093 -0.018 0.025
O -2.073417 -6.931157 3.939316 0.075 -0.001 -0.064
O -3.261132 -5.741393 5.445138 0.008 0.092 0.069
C -2.736661 -4.539604 4.861763 -0.117 0.101 0.270
H -1.523680 -9.482048 6.679466 -0.044 -0.080 0.007
H -1.316350 -10.586058 5.307104 -0.026 -0.013 0.001
H -0.797893 -8.900225 5.182533 -0.021 -0.020 -0.065
H -3.683229 -9.876389 5.466381 -0.068 0.112 0.072
H -2.977410 -9.219202 3.992903 0.048 0.118 -0.006
H -2.878406 -4.537657 3.793117 0.063 -0.126 -0.133
H -1.679855 -4.436861 5.099464 0.038 -0.045 -0.125
H -3.289461 -3.716158 5.304877 -0.047 -0.081 0.065
C 2.397826 8.415083 2.507560 -0.029 -0.230 0.026
C 3.783513 8.642073 1.945517 -0.232 0.343 0.016
O 4.624457 7.491878 2.132587 0.092 0.018 -0.026
C 4.430037 6.500175 1.271075 0.029 -0.068 0.115
O 3.644125 6.488077 0.358585 -0.131 0.053 -0.130
O 5.254087 5.501329 1.585823 0.057 -0.021 -0.044
C 5.105260 4.348270 0.754870 0.122 -0.265 -0.022
H 2.453193 8.105551 3.551603 0.014 0.096 0.029
H 1.804701 9.326829 2.443618 0.014 0.017 0.004
H 1.878876 7.630932 1.958361 -0.008 0.050 -0.059
H 4.283288 9.451097 2.474550 0.116 -0.109 0.058
H 3.747925 8.907293 0.889355 0.010 -0.137 -0.038
H 5.176309 4.614483 -0.298268 -0.087 0.065 0.007
H 4.150761 3.863107 0.957751 -0.043 0.041 -0.089
H 5.912225 3.665907 1.007280 0.033 0.091 0.138
C -3.847290 8.613829 5.543444 0.077 -0.206 -0.030
C -3.193165 9.432110 4.451412 -0.266 0.201 0.185
O -2.022996 8.782448 3.931412 0.055 0.053 -0.023
C -2.256131 7.807173 3.055672 0.078 0.035 0.055
O -3.333051 7.451918 2.656201 -0.093 -0.044 -0.038
O -1.082065 7.291478 2.692084 0.057 -0.022 -0.032
C -1.177271 6.187903 1.787704 0.119 -0.105 -0.116
H -3.123734 8.372928 6.323037 -0.009 0.086 0.035
H -4.672118 9.169854 5.988741 0.009 0.028 -0.002
H -4.237404 7.676944 5.147783 -0.042 0.039 -0.044
H -2.839072 10.381622 4.848232 0.144 -0.037 -0.034
H -3.888579 9.646358 3.640682 0.028 -0.115 -0.057
H -1.787043 6.442513 0.924062 -0.070 0.003 0.043
H -1.592662 5.319045 2.295707 -0.083 0.023 -0.024
H -0.162934 5.969072 1.465420 0.034 0.063 0.070
C 9.125623 -1.900010 1.758547 0.000 0.105 -0.200
C 7.898029 -1.363788 2.462214 0.161 -0.294 0.197
O 7.458169 -0.122696 1.887987 -0.031 0.050 0.053
C 6.759525 -0.232607 0.761961 0.068 0.077 0.093
O 6.450486 -1.254808 0.210264 -0.031 -0.085 -0.059
O 6.452129 0.998483 0.346211 -0.094 0.046 -0.070
C 5.745069 1.029544 -0.897162 -0.124 0.120 -0.153
H 9.913746 -1.146457 1.741896 0.021 -0.020 0.090
H 9.497306 -2.786456 2.272082 -0.007 0.005 0.029
H 8.898030 -2.169188 0.727867 -0.049 -0.048 0.025
H 8.125630 -1.131771 3.500703 -0.033 0.150 -0.024
H 7.082492 -2.085928 2.451318 -0.040 0.043 -0.119
H 4.873329 0.379745 -0.870893 0.059 -0.089 0.018
H 6.404758 0.737025 -1.711998 -0.035 -0.079 -0.003
H 5.419481 2.055044 -1.048581 0.099 0.044 0.091
```
Forces are in eV/Å.

***

Entry 2:
Here is an isolated ion of composition C5H8NO and charge +1 at a distorted geometry from OMol25. Energies are from ωB97M-V/def2-TZVPD.

Summary:
relative energy (zero: lowest compared OMol25 entry of this formula, charge and spin): 2.031 eV
molecular weight: 98.12 u
SMILES string: C=C(C=O)[C@@H]1C[NH2+]1
calculated total energy: -8842.7297 eV
net charge: +1
HOMO-LUMO gap: 0.3736 Eh
2S+1: 1

The geometry in XYZ format:
```
15
Properties=species:S:1:pos:R:3:forces:R:3
C -1.645123 1.431754 0.083604 2.075 -1.985 0.225
C -0.952599 0.253155 -0.015077 2.744 4.645 1.663
C -1.513324 -1.006729 -0.175276 -1.857 -2.105 -0.705
O -0.836411 -2.028952 -0.106991 -0.201 -0.435 -0.005
C 0.650783 0.394478 0.331214 -3.998 1.354 0.201
C 1.613650 0.029213 -0.690911 2.484 2.029 0.529
N 1.347188 -0.876403 0.429174 0.240 -1.507 0.250
H -1.072401 2.251384 0.496258 -0.291 0.420 -0.321
H -2.659804 1.575832 -0.177952 -0.923 -0.064 -0.097
H -2.641194 -1.066138 -0.329012 1.209 -0.073 0.085
H 0.903523 1.214475 1.103328 -0.418 -1.551 -1.422
H 1.579891 -0.188150 -1.719691 -1.319 -0.974 -0.937
H 2.542649 0.626466 -0.605746 -0.304 -0.722 0.444
H 0.593908 -1.761140 0.246614 0.865 1.708 0.232
H 2.089261 -0.849243 1.130462 -0.306 -0.741 -0.141
```
Forces are in eV/Å.

***

Entry 3:
Here is a 6-piece molecular cluster, C5H22O5S2 overall at a distorted geometry from OMol25. Energies are from ωB97M-V/def2-TZVPD.

Summary:
relative energy (zero: lowest compared OMol25 entry of this formula, charge and spin): 2.848 eV
molecular weight: 226.36 u
SMILES string: CCCSSCC.O.O.O.O.O
calculated total energy: -37448.0746 eV
net charge: 0
HOMO-LUMO gap: 0.3035 Eh
2S+1: 1

The geometry in XYZ format:
```
34
Properties=species:S:1:pos:R:3:forces:R:3
C 1.289260 0.553374 -1.533038 -1.071 -2.379 0.803
C 1.351158 -0.878267 -2.156350 2.608 1.252 0.169
C 0.083188 -1.639250 -2.423438 0.174 -0.287 0.814
S -0.483515 -2.906066 -1.156615 -0.929 0.335 -1.991
S -0.008904 -2.253854 0.609813 2.399 0.562 2.455
C -1.070732 -1.123227 1.627168 -1.902 -2.632 0.314
C -0.397462 -0.674214 2.896165 2.099 0.583 0.208
H 2.227571 1.012481 -1.765227 0.165 0.842 -0.160
H 0.377145 1.009023 -1.892831 0.146 0.814 -0.333
H 1.175001 0.430630 -0.452031 0.067 0.331 0.024
H 1.823635 -0.655783 -3.127077 -0.331 -0.429 -0.105
H 2.203307 -1.370318 -1.614473 -1.163 -0.329 -0.304
H 0.294899 -2.248379 -3.322234 -0.889 0.340 0.285
H -0.701835 -0.869873 -2.485559 -0.050 -0.623 -0.627
H -1.915126 -1.836242 1.837158 0.269 1.293 -0.155
H -1.384974 -0.289125 1.044207 -0.124 0.363 -0.196
H -0.931127 0.215254 3.256854 0.258 -0.258 -0.069
H -0.187087 -1.313601 3.792756 -0.659 -0.149 -1.226
H 0.609535 -0.334771 2.540096 -0.644 0.141 0.731
O -1.513584 2.761714 -0.526116 -0.785 -0.660 -0.511
H -1.553798 1.964050 -1.083004 0.602 0.153 0.254
H -2.450434 2.998720 -0.544677 0.145 0.531 0.251
O 3.198699 3.108869 1.357941 -0.734 -1.032 0.869
H 3.015947 2.199320 1.079637 0.661 -0.040 -0.328
H 2.411654 3.173360 1.942045 0.777 0.796 -0.267
O -0.041891 2.103461 1.910114 0.473 -0.080 0.420
H 0.506119 2.636932 1.315989 -0.441 0.035 -0.074
H -0.937228 2.086467 1.563886 0.169 0.265 -0.363
O 1.252853 4.069455 0.010900 -0.916 1.386 1.859
H 0.356499 3.767596 -0.153522 0.529 -0.367 -1.538
H 2.070321 3.888954 -0.440738 -0.472 -0.808 -0.696
O -2.802377 -0.768583 -0.456399 1.109 -0.102 1.054
H -3.384640 -0.014587 -0.426668 -0.662 -0.467 -1.146
H -2.728126 -1.436426 -1.146014 -0.879 0.619 -0.419
```
Forces are in eV/Å.

***

Entry 4:
Here is C42H37GeIrN8SSe as an isolated structure from OMol25. Energies are from ωB97M-V/def2-TZVPD.

Summary:
relative energy (zero: lowest compared OMol25 entry of this formula, charge and spin): 0.000 eV
expectation value of S²: 0.756
molecular weight: 1029.67 u
calculated total energy: -191611.8296 eV
net charge: -1
HOMO-LUMO gap (spin up / spin down): 0.2035 / 0.2032 Eh
2S+1: 2

The geometry in XYZ format:
```
91
Properties=species:S:1:pos:R:3:forces:R:3
Ir 0.603044 -0.856484 0.127687 0.315 0.052 -0.588
N -1.487543 -3.809122 2.557574 0.016 0.006 -0.025
C -0.618819 -2.890891 1.946664 -0.031 -0.035 -0.047
S -1.001191 -2.505337 0.265131 0.007 -0.031 0.105
N 0.331923 -2.392648 2.632531 0.075 0.018 0.034
N 1.211335 -1.497791 1.956606 -0.126 0.001 0.004
C 0.935150 -0.128484 2.481254 0.046 -0.127 0.144
C 2.028639 0.737941 1.931395 -0.046 -0.011 -0.071
C 2.822732 1.641513 2.615806 0.024 0.004 0.037
C 3.644870 2.493044 1.894424 0.002 0.000 0.025
C 3.647130 2.417799 0.510653 -0.007 -0.024 -0.018
C 2.856774 1.459582 -0.104921 0.067 -0.033 -0.056
N 2.089946 0.620160 0.582346 -0.044 0.083 0.160
H -1.864182 -4.477918 1.902423 -0.006 0.007 -0.001
H -1.049153 -4.257530 3.349161 0.004 0.015 0.009
H 0.826903 -0.077216 3.571365 -0.011 0.064 -0.014
H 2.767739 1.684623 3.695680 -0.003 0.003 -0.008
H 4.264033 3.220538 2.404867 -0.003 -0.003 0.001
H 4.246065 3.085152 -0.092896 -0.001 0.000 -0.001
H 2.827945 1.371779 -1.183069 -0.024 -0.009 -0.002
Se -0.684248 -2.940874 -7.197324 0.020 0.002 -0.002
N -0.915935 -1.404464 -6.301090 -0.018 -0.022 0.015
C -0.429953 -1.580464 -5.103731 0.028 0.038 -0.011
C -0.447123 -0.567757 -4.060195 0.008 0.005 0.014
C -1.034298 0.665366 -4.209744 -0.010 -0.011 0.000
C -1.023185 1.585995 -3.157740 -0.012 -0.008 -0.016
C -0.472423 1.175845 -1.958217 -0.035 -0.026 0.011
N 0.096562 -0.012286 -1.770814 0.005 -0.083 -0.023
C 0.206692 -0.896318 -2.823349 0.032 -0.014 0.013
C 0.920372 -2.072362 -2.647768 -0.076 0.002 -0.054
N 1.723973 -2.223211 -1.436817 -0.048 0.049 -0.026
C 1.766030 -3.580885 -0.954591 0.015 -0.040 0.039
C 1.443850 -4.623698 -1.723403 -0.008 0.028 0.008
C 0.999267 -4.457630 -3.090337 0.007 -0.016 -0.009
C 0.731523 -3.195241 -3.515299 0.047 0.013 0.037
C 0.149886 -2.896793 -4.830456 0.003 -0.022 -0.026
N 0.114300 -3.751618 -5.810539 -0.027 0.017 0.012
H -1.509871 0.900733 -5.154394 0.001 0.004 0.001
H -1.479218 2.561395 -3.241043 0.005 0.002 0.002
H -0.513207 1.813045 -1.080178 0.003 -0.004 -0.013
H 2.038035 -3.672771 0.090349 -0.004 0.018 0.001
H 1.476154 -5.613542 -1.284578 0.002 0.002 -0.002
H 0.826303 -5.307689 -3.734377 -0.005 0.006 -0.001
C 5.531363 -1.808769 -1.700055 -0.029 0.077 0.010
C 4.215652 -2.048057 -2.443370 -0.093 0.082 -0.128
C 4.197818 -3.464266 -3.002826 0.009 -0.034 0.066
C 3.061637 -1.583711 -1.508791 0.053 -0.054 0.093
H 6.389801 -1.980603 -2.353475 -0.010 0.005 -0.002
H 5.609178 -2.489985 -0.848332 0.003 0.000 -0.004
H 5.597548 -0.788220 -1.313652 0.003 0.005 0.000
H 4.206433 -1.369191 -3.303337 -0.051 -0.056 -0.045
H 4.300336 -4.208447 -2.212739 0.005 -0.019 0.023
H 5.041579 -3.581065 -3.688756 0.007 -0.002 0.008
H 3.284780 -3.684637 -3.549999 0.006 0.016 0.001
H 2.838237 -0.554524 -1.779544 0.092 0.077 0.033
H 3.426391 -1.567974 -0.477499 -0.006 -0.098 0.022
C -0.219425 0.221323 1.556205 -0.310 -0.057 0.274
Ge -1.750597 1.305255 1.848392 0.130 0.093 -0.002
C -2.099614 1.414084 3.778339 0.002 0.071 -0.014
C -2.962054 0.506500 4.391560 0.035 -0.063 0.004
C -3.158510 0.522232 5.766175 -0.011 -0.001 -0.011
C -2.491520 1.449383 6.554236 0.015 0.009 -0.003
C -1.625715 2.357131 5.960444 -0.012 -0.010 0.023
C -1.434516 2.336218 4.585157 -0.014 0.052 0.001
C -3.413866 0.817627 0.947926 -0.028 0.005 0.035
C -4.606445 1.397845 1.384885 -0.005 -0.032 0.032
C -5.803773 1.156675 0.725069 0.002 0.001 -0.008
C -5.822109 0.332582 -0.392814 -0.003 0.003 -0.002
C -4.644146 -0.247603 -0.840020 0.005 0.007 0.005
C -3.449384 -0.008138 -0.172539 0.015 0.032 -0.047
C -1.339627 3.122215 1.163285 -0.040 0.004 -0.002
C -2.217436 3.803488 0.319978 -0.015 0.024 0.026
C -1.874750 5.029807 -0.238232 -0.008 -0.014 0.005
C -0.641848 5.602071 0.038932 0.006 -0.009 0.005
C 0.246910 4.938011 0.874037 -0.004 0.029 -0.012
C -0.101158 3.711709 1.422596 0.042 -0.025 -0.011
H -3.477774 -0.234658 3.790744 -0.006 0.002 -0.012
H -3.828568 -0.196528 6.222169 -0.001 0.004 0.001
H -2.642281 1.462229 7.626852 0.000 -0.003 0.000
H -1.098948 3.083081 6.568524 -0.002 0.000 0.002
H -0.761604 3.061886 4.140021 -0.009 -0.006 -0.030
H -4.604501 2.045442 2.256554 0.006 -0.006 0.004
H -6.720297 1.611205 1.082254 0.000 0.001 -0.001
H -6.753749 0.142835 -0.912460 0.000 -0.001 0.001
H -4.648852 -0.893266 -1.709711 -0.004 -0.002 0.003
H -2.541301 -0.483441 -0.517605 0.019 0.016 -0.011
H -3.179775 3.365703 0.079263 0.005 -0.007 -0.003
H -2.570954 5.533860 -0.898199 0.002 0.001 0.002
H -0.370718 6.554670 -0.399803 0.000 -0.002 -0.003
H 1.218204 5.369110 1.087780 0.000 -0.005 0.000
H 0.623123 3.195420 2.043332 0.006 -0.030 0.013
```
Forces are in eV/Å.